# 1
{
  "formula": "C22H22N6O3",
  "method": "the ωB97M-V functional and the def2-TZVPD basis",
  "gap_ev": 8.7525,
  "e_above_lowest_ev": 0.0625,
  "lumo_ev": 0.6,
  "max_force_ha_per_bohr": 0.0226,
  "smiles": "COc1ccc(CC(=O)NNc2ncnc3c2cnn3Cc2ccccc2)cc1OC",
  "e_tot_ev": -38253.312,
  "charge": 0,
  "species": ["C", "O", "C", "C", "C", "C", "C", "C", "O", "N", "N", "C", "N", "C", "N", "C", "C", "C", "N", "N", "C", "C", "C", "C", "C", "C", "C", "C", "C", "O", "C", "H", "H", "H", "H", "H", "H", "H", "H", "H", "H", "H", "H", "H", "H", "H", "H", "H", "H", "H", "H", "H", "H"],
  "positions_angstrom": [[0.78296, -3.45878, -3.65118], [0.42246, -4.36192, -2.62976], [-0.58356, -4.07366, -1.75804], [-0.60743, -4.87977, -0.62363], [-1.55030, -4.71617, 0.37135], [-2.52185, -3.73773, 0.24531], [-3.47398, -3.44496, 1.37331], [-2.80469, -2.45191, 2.31607], [-2.62395, -2.62277, 3.50186], [-2.45611, -1.30056, 1.68306], [-1.58135, -0.39396, 2.28204], [-0.57535, 0.09280, 1.52122], [-0.64399, -0.13892, 0.20513], [0.30111, 0.36086, -0.58343], [1.33684, 1.09259, -0.24996], [1.39972, 1.34677, 1.06328], [0.47389, 0.87938, 2.03129], [0.97260, 1.39049, 3.25012], [2.06597, 2.08174, 3.04203], [2.33260, 2.05034, 1.72898], [3.44446, 2.77838, 1.16986], [2.99434, 4.14039, 0.70111], [3.20934, 5.26706, 1.48154], [2.75869, 6.50527, 1.05703], [2.08390, 6.62326, -0.14585], [1.85816, 5.49941, -0.92338], [2.31086, 4.26184, -0.50241], [-2.53081, -2.94919, -0.90069], [-1.58116, -3.09040, -1.90434], [-1.57786, -2.31355, -3.03390], [-2.44033, -1.20379, -3.09249], [1.69359, -3.87160, -4.08544], [0.99187, -2.46356, -3.25129], [0.01244, -3.38557, -4.42100], [0.15867, -5.63399, -0.53987], [-1.52097, -5.34131, 1.25009], [-3.70411, -4.34495, 1.94242], [-4.40171, -3.00782, 1.00158], [-2.33693, -1.27892, 0.67170], [-1.47380, -0.53468, 3.27944], [0.19979, 0.12588, -1.63533], [0.58018, 1.27937, 4.24104], [3.83224, 2.19560, 0.33023], [4.19993, 2.86622, 1.95293], [3.72889, 5.17375, 2.42400], [2.93243, 7.37875, 1.66801], [1.73216, 7.58951, -0.47629], [1.32866, 5.58785, -1.86067], [2.13028, 3.37961, -1.09906], [-3.31902, -2.22141, -1.02215], [-3.49088, -1.50873, -3.14352], [-2.17863, -0.68265, -4.01264], [-2.29021, -0.53389, -2.23972]],
  "atomic_forces_ev_per_a": [[0.2, 0.2, -0.4], [-0.3, -0.2, 0.2], [0.0, 0.0, 0.1], [0.0, 0.2, -0.2], [-0.1, 0.1, 0.0], [-0.1, -0.1, -0.2], [0.2, 0.0, 0.1], [-0.2, 0.1, -0.1], [0.1, -0.1, 0.3], [0.1, 0.4, -0.5], [-0.1, -0.3, 0.5], [0.1, 0.1, -0.4], [-0.5, -0.2, 0.5], [0.3, 0.1, -0.2], [0.4, 0.2, -0.3], [-0.9, -0.6, 0.5], [0.5, 0.2, -0.7], [0.0, 0.0, -0.1], [0.2, 0.2, 0.7], [-0.3, -0.5, -0.2], [0.2, 0.3, -0.2], [0.1, 0.0, 0.0], [0.0, -0.1, 0.0], [0.0, 0.1, 0.0], [0.0, 0.1, 0.0], [0.0, 0.0, -0.1], [0.0, 0.0, 0.0], [0.0, -0.2, -0.1], [0.1, 0.0, -0.1], [0.2, -0.4, 0.2], [-0.2, 0.2, 0.0], [0.0, 0.1, 0.0], [0.0, 0.0, 0.0], [0.1, 0.0, 0.1], [0.1, -0.1, 0.0], [0.0, -0.1, 0.1], [0.0, 0.1, 0.0], [0.0, 0.0, 0.0], [0.0, -0.1, 0.3], [0.0, 0.0, -0.2], [0.0, 0.0, -0.1], [0.0, 0.0, 0.3], [0.0, 0.0, 0.1], [-0.1, -0.1, -0.1], [0.1, 0.0, 0.1], [0.0, 0.1, 0.0], [0.0, 0.1, 0.0], [0.0, 0.0, -0.1], [0.0, -0.1, -0.1], [-0.1, 0.1, 0.0], [0.0, 0.0, 0.0], [-0.1, 0.0, 0.1], [0.0, 0.0, 0.0]]
}

---

# 2
{
  "formula": "C22H23AsF10N3OsS",
  "method": "the ωB97M-V functional and the def2-TZVPD basis",
  "gap_ev": [6.4733, 7.0580],
  "s_squared": 0.86,
  "e_above_lowest_ev": 2.9040,
  "lumo_ev": [-8.1, -7.5],
  "max_force_ha_per_bohr": 0.0581,
  "spin_multiplicity": 2,
  "e_tot_ev": -128957.775,
  "charge": 2,
  "species": ["Os", "C", "C", "N", "C", "C", "C", "C", "N", "C", "C", "F", "C", "F", "C", "C", "F", "C", "F", "H", "H", "H", "H", "H", "H", "H", "H", "H", "H", "H", "H", "H", "H", "H", "C", "C", "C", "C", "C", "C", "C", "C", "C", "S", "C", "N", "H", "H", "H", "H", "H", "H", "H", "H", "F", "As", "F", "F", "F", "F", "F"],
  "positions_angstrom": [[-0.00576, -0.65520, 0.16779], [-2.77192, -0.38747, 2.48136], [-1.87300, 0.51544, 3.30720], [0.62641, 0.22448, 1.94751], [1.96792, 0.97015, 1.78427], [2.08779, 1.95701, 0.63714], [0.83674, -0.95637, 2.85214], [1.67514, -1.98368, 2.08988], [1.33882, -1.87910, 0.66574], [2.10934, -2.60292, -0.27131], [1.46405, -3.10026, -1.40232], [0.14091, -2.92816, -1.49840], [2.13348, -3.79598, -2.38350], [1.45387, -4.26236, -3.41538], [3.49511, -4.00885, -2.27238], [4.15667, -3.51111, -1.16534], [5.46003, -3.67814, -1.03480], [3.48171, -2.82940, -0.16882], [4.18110, -2.31867, 0.84691], [-3.46073, -0.88082, 3.16720], [-2.21956, -1.16560, 1.95393], [-3.35850, 0.18057, 1.76071], [-1.40911, -0.00237, 4.14840], [-2.43492, 1.35689, 3.72292], [2.71313, 0.18837, 1.66767], [2.14859, 1.47282, 2.73797], [1.77036, 1.54138, -0.31347], [3.14524, 2.20362, 0.54248], [1.54787, 2.89143, 0.81482], [-0.13257, -1.38174, 3.10313], [1.33531, -0.65092, 3.77522], [1.40776, -2.97944, 2.45195], [2.74074, -1.87429, 2.27419], [4.03656, -4.54421, -3.04117], [-2.55213, -1.28651, -1.68242], [-2.54378, 0.13689, -1.26587], [-3.41851, 1.03691, -1.90611], [-3.38415, 2.35543, -1.58683], [-2.54711, 2.79792, -0.53343], [-2.54136, 4.14654, -0.11048], [-1.79818, 4.55217, 0.95973], [-1.04475, 3.60435, 1.66678], [-1.02716, 2.28157, 1.26427], [-0.49361, 1.42588, 2.56481], [-1.74109, 1.84447, 0.10571], [-1.69226, 0.54845, -0.31760], [-3.57825, -1.62621, -1.82644], [-2.08717, -1.94318, -0.94678], [-2.03248, -1.39417, -2.63394], [-4.07865, 0.66379, -2.67675], [-4.00639, 3.07200, -2.10842], [-3.14062, 4.86115, -0.66153], [-1.80515, 5.58333, 1.28311], [-0.48495, 3.92124, 2.53914], [0.88056, -0.08208, -1.56443], [0.90279, 0.37094, -3.63813], [2.34415, -0.52778, -3.55955], [1.72249, 1.74300, -3.05105], [0.90803, 0.75817, -5.26466], [-0.58486, 1.13362, -3.21694], [0.03605, -1.10300, -3.76584]],
  "atomic_forces_ev_per_a": [[0.6, -0.5, 0.1], [0.1, 0.1, -0.1], [-0.1, -0.2, -0.1], [0.0, -0.1, -0.5], [0.1, 0.1, 0.1], [-0.3, 0.2, 0.1], [0.1, 0.0, 0.2], [0.1, 0.0, 0.2], [0.1, 0.3, 0.0], [-0.3, -0.4, 0.1], [0.1, 0.0, 0.1], [-0.4, 0.2, 0.0], [0.2, 0.0, 0.0], [0.0, 0.0, -0.1], [0.0, 0.0, 0.0], [-0.1, -0.1, 0.0], [0.1, 0.0, 0.0], [0.0, 0.1, -0.1], [0.1, 0.0, 0.1], [0.0, 0.0, 0.0], [0.0, 0.0, 0.0], [0.0, 0.0, 0.0], [0.0, 0.1, 0.1], [0.0, 0.0, 0.1], [-0.1, -0.1, 0.0], [0.1, -0.1, 0.1], [0.0, -0.1, -0.1], [0.0, 0.0, 0.0], [0.1, -0.2, 0.0], [0.0, 0.0, -0.1], [0.0, 0.0, 0.0], [0.0, 0.0, -0.1], [0.0, 0.1, -0.1], [0.0, 0.0, 0.0], [0.0, -0.1, 0.1], [0.0, 0.3, -0.1], [0.0, 0.0, 0.0], [0.0, 0.1, 0.0], [0.0, -0.1, -0.2], [0.0, 0.1, 0.0], [0.2, 0.1, 0.1], [-0.4, 0.9, -0.5], [-0.9, 1.1, -1.4], [1.1, -1.8, 2.1], [-0.2, 0.1, 0.3], [-0.3, -0.2, -0.3], [0.0, 0.0, 0.0], [0.1, 0.0, 0.0], [0.1, 0.0, -0.1], [0.0, 0.0, 0.0], [0.0, 0.0, 0.0], [0.0, 0.0, 0.0], [0.0, 0.0, 0.0], [0.0, 0.0, 0.0], [-0.1, 0.0, -0.5], [0.0, -0.1, 0.4], [0.1, 0.0, 0.0], [0.0, 0.1, 0.0], [0.0, 0.0, 0.0], [-0.1, 0.1, 0.0], [-0.1, 0.0, 0.0]]
}

---

# 3
{
  "formula": "C22H23AuNO6PS3Se2Si",
  "method": "the ωB97M-V functional and the def2-TZVPD basis",
  "gap_ev": [5.4532, 5.3762],
  "s_squared": 2.03,
  "e_above_lowest_ev": 1.4562,
  "lumo_ev": [4.3, 3.0],
  "max_force_ha_per_bohr": 0.0105,
  "spin_multiplicity": 3,
  "e_tot_ev": -221024.473,
  "charge": -2,
  "species": ["Au", "Se", "P", "Se", "C", "C", "C", "C", "C", "C", "C", "C", "C", "C", "C", "C", "H", "H", "H", "H", "H", "H", "H", "H", "H", "H", "O", "S", "O", "O", "O", "C", "Si", "C", "C", "H", "H", "H", "H", "H", "H", "H", "H", "H", "O", "S", "O", "N", "C", "S", "C", "C", "C", "C", "C", "C", "H", "H", "H", "H"],
  "positions_angstrom": [[0.14525, 0.04459, -1.67591], [-1.28689, 1.92525, -1.63081], [-2.80054, -1.90608, -2.29674], [-0.68592, -2.38556, -1.74272], [-3.66479, -1.63279, -0.68776], [-3.00787, -1.31919, 0.49591], [-3.73092, -1.03654, 1.65024], [-5.11614, -1.06862, 1.63683], [-5.78373, -1.37197, 0.45459], [-5.06149, -1.63920, -0.69652], [-3.38841, -3.63364, -2.61045], [-3.44949, -4.60805, -1.61295], [-3.84067, -5.90386, -1.90870], [-4.17746, -6.25226, -3.21302], [-4.12329, -5.29421, -4.21382], [-3.73306, -3.99404, -3.90963], [-1.92482, -1.29157, 0.50582], [-3.20299, -0.77985, 2.56044], [-5.67632, -0.84366, 2.53623], [-6.86713, -1.38154, 0.42833], [-5.58682, -1.85712, -1.62146], [-3.17599, -4.34002, -0.59895], [-3.87624, -6.64909, -1.12271], [-4.47552, -7.26790, -3.44571], [-4.38281, -5.55749, -5.23263], [-3.68788, -3.24303, -4.69048], [2.21398, -0.34274, 0.45238], [2.88574, -1.28247, -0.66839], [4.30985, -1.01329, -0.59394], [2.47344, -2.62002, -0.33974], [2.28785, -0.76113, -1.91579], [1.65121, 0.66872, 3.00591], [2.97469, 0.43890, 1.73179], [3.61353, 2.06404, 1.11224], [4.35246, -0.56482, 2.47180], [2.07496, 1.09341, 3.92094], [1.19380, -0.29228, 3.25165], [0.86440, 1.33597, 2.65229], [4.25472, 2.54893, 1.85353], [2.78293, 2.73462, 0.87963], [4.19432, 1.90206, 0.20153], [4.83144, 0.01722, 3.26459], [5.09270, -0.81949, 1.71206], [3.97399, -1.49419, 2.90285], [-4.57643, 6.03764, 0.64678], [-3.45655, 5.66218, 1.48072], [-3.56454, 6.03945, 2.87387], [-3.06838, 4.10277, 1.31036], [-1.81085, 3.97396, 0.83420], [-1.01689, 2.47530, 0.62857], [-1.14481, 5.23047, 0.49688], [0.10640, 5.46309, -0.07612], [0.50421, 6.77201, -0.29526], [-0.32051, 7.85023, 0.04147], [-1.57163, 7.62153, 0.59926], [-1.96013, 6.31312, 0.80841], [0.74073, 4.62664, -0.34201], [1.47394, 6.96476, -0.73917], [0.01537, 8.86426, -0.13850], [-2.22879, 8.44255, 0.85878]],
  "atomic_forces_ev_per_a": [[-0.4, -0.3, -0.2], [0.2, 0.0, 0.0], [0.0, 0.0, 0.0], [0.1, 0.2, 0.0], [0.0, 0.0, 0.0], [0.0, 0.0, 0.0], [0.0, 0.0, 0.0], [0.0, 0.0, 0.0], [0.0, 0.0, 0.0], [0.0, 0.0, 0.0], [0.1, 0.0, 0.0], [0.0, 0.0, 0.0], [0.0, 0.0, 0.0], [0.0, 0.0, 0.0], [0.0, 0.0, 0.0], [0.0, 0.0, 0.0], [0.0, 0.0, 0.0], [0.0, 0.0, 0.0], [0.0, 0.0, 0.0], [0.0, 0.0, 0.0], [0.0, 0.0, 0.0], [0.0, 0.0, 0.0], [0.0, 0.0, 0.0], [0.0, 0.0, 0.0], [0.0, 0.0, 0.0], [0.0, 0.0, 0.0], [0.0, 0.0, 0.3], [0.2, 0.2, -0.1], [-0.1, -0.1, -0.1], [0.1, 0.0, 0.0], [0.0, 0.0, 0.2], [-0.2, 0.1, 0.1], [-0.1, -0.2, -0.3], [0.1, 0.2, -0.1], [0.1, -0.1, 0.0], [0.0, 0.0, 0.0], [0.0, 0.0, 0.0], [0.0, 0.0, 0.0], [0.0, 0.0, 0.0], [0.0, 0.0, 0.0], [0.0, 0.0, 0.0], [0.0, 0.0, 0.0], [0.0, 0.0, 0.1], [0.0, 0.0, 0.0], [0.0, 0.0, 0.0], [-0.1, 0.0, 0.0], [0.0, 0.0, 0.0], [0.2, -0.1, -0.1], [-0.2, 0.0, 0.2], [0.0, 0.1, 0.0], [0.0, 0.0, 0.0], [0.0, 0.0, 0.0], [0.0, 0.0, 0.0], [0.0, 0.0, 0.0], [0.0, 0.0, 0.0], [0.1, 0.1, 0.0], [0.0, 0.0, 0.0], [0.0, 0.0, 0.0], [0.0, 0.0, 0.0], [0.0, 0.0, 0.0]]
}

---

# 4
{
  "formula": "C22H23BCl3N10OV",
  "method": "the ωB97M-V functional and the def2-TZVPD basis",
  "gap_ev": [4.7880, 5.6858],
  "s_squared": 0.78,
  "e_above_lowest_ev": 0.7899,
  "lumo_ev": [-12.0, -11.1],
  "max_force_ha_per_bohr": 0.0290,
  "spin_multiplicity": 2,
  "e_tot_ev": -104042.664,
  "charge": 3,
  "species": ["V", "C", "C", "N", "N", "C", "B", "N", "C", "C", "C", "N", "N", "C", "C", "C", "N", "N", "C", "C", "C", "N", "H", "H", "H", "H", "H", "H", "H", "H", "H", "H", "H", "H", "O", "C", "C", "C", "C", "C", "C", "C", "C", "N", "H", "H", "H", "H", "H", "H", "H", "H", "H", "H", "H", "Cl", "C", "Cl", "Cl", "C", "N"],
  "positions_angstrom": [[-0.01375, -0.17504, -0.46898], [-1.92354, -3.28165, 1.48904], [-1.65712, -2.61471, 0.33053], [-0.93415, -1.47872, 0.61358], [-0.76025, -1.44643, 1.97299], [-1.33163, -2.51386, 2.50517], [0.03478, -0.28007, 2.64987], [-0.66330, 1.01224, 2.15571], [-1.30061, 2.01873, 2.74814], [-1.75117, 2.91857, 1.78493], [-1.35306, 2.38490, 0.58793], [-0.68424, 1.21587, 0.80052], [1.44477, -0.27037, 1.97528], [2.65510, -0.30557, 2.50502], [3.61741, -0.29043, 1.47898], [2.90875, -0.24995, 0.31666], [1.55992, -0.24395, 0.61036], [0.16629, -0.52208, 4.10059], [-0.23716, 0.09099, 5.26292], [0.17147, -0.67930, 6.30335], [0.84668, -1.76614, 5.70134], [0.85093, -1.67628, 4.38399], [-2.45825, -4.20965, 1.60582], [-1.95133, -2.87054, -0.66912], [-1.30344, -2.68408, 3.57090], [-1.42651, 2.06713, 3.81477], [-2.29222, 3.83557, 1.94874], [-1.50266, 2.79812, -0.39342], [2.79308, -0.35372, 3.57487], [4.68850, -0.30971, 1.59428], [3.26049, -0.22941, -0.69654], [-0.78463, 1.01457, 5.30284], [0.07206, -0.47315, 7.35513], [1.33305, -2.59935, 6.18638], [1.75378, -0.40753, -2.28702], [2.01683, 0.41455, -3.46223], [2.30687, 1.84468, -3.05644], [1.31963, 2.35825, -2.00360], [-0.09614, 2.08360, -2.41619], [-0.76557, 2.85170, -3.35538], [-2.07619, 2.54971, -3.69014], [-2.71507, 1.47122, -3.07601], [-2.00582, 0.73913, -2.16155], [-0.72108, 1.03281, -1.84864], [1.93283, -1.32695, -2.51855], [1.14842, 0.36806, -4.12391], [2.86930, 0.00565, -4.00067], [2.25652, 2.46079, -3.95549], [3.31892, 1.94020, -2.66185], [1.46063, 3.42904, -1.85910], [1.52289, 1.87481, -1.04473], [-0.26111, 3.69960, -3.80125], [-2.60931, 3.15742, -4.41085], [-3.74472, 1.22348, -3.29295], [-2.46821, -0.08611, -1.62812], [-0.92443, -5.14595, -3.40097], [-1.19850, -3.53050, -4.02160], [-0.28100, -3.23288, -5.48367], [-2.92270, -3.21391, -4.25815], [-0.75800, -2.57129, -2.99359], [-0.43307, -1.82209, -2.18990]],
  "atomic_forces_ev_per_a": [[1.0, -1.1, 0.2], [0.0, 0.0, 0.0], [-0.1, 0.0, 0.3], [0.1, 0.1, -0.4], [-0.1, -0.1, -0.2], [-0.1, 0.0, 0.1], [0.0, -0.1, 0.2], [0.0, 0.1, -0.1], [0.0, 0.0, 0.0], [0.0, 0.0, 0.0], [0.0, 0.0, 0.2], [0.0, -0.3, -0.5], [0.1, 0.0, -0.2], [0.1, 0.0, 0.1], [0.0, 0.0, 0.0], [0.1, 0.0, 0.3], [0.0, -0.1, -0.4], [-0.1, 0.4, 0.0], [-0.1, 0.0, -0.2], [0.3, -0.1, 0.1], [0.1, -0.1, -0.1], [-0.1, 0.0, 0.4], [0.0, 0.0, 0.0], [0.0, 0.1, 0.0], [0.1, 0.0, 0.0], [0.1, 0.0, 0.0], [0.0, 0.0, 0.0], [0.0, -0.1, 0.0], [-0.1, 0.0, 0.0], [0.0, 0.0, 0.0], [-0.1, 0.0, 0.0], [0.0, 0.0, -0.1], [-0.1, 0.0, 0.0], [0.0, 0.0, 0.0], [0.0, 0.3, 0.5], [-0.1, 0.1, -0.3], [0.1, -0.1, 0.2], [-0.1, 0.0, -0.2], [0.0, -0.1, 0.2], [-0.1, 0.1, -0.1], [0.0, 0.0, 0.0], [0.0, 0.1, -0.1], [0.0, 0.1, 0.0], [-0.7, 0.5, -0.6], [-0.1, 0.0, 0.0], [-0.1, -0.1, 0.1], [0.0, -0.1, 0.0], [0.0, 0.0, 0.0], [0.0, 0.0, 0.0], [0.0, 0.0, 0.1], [0.0, 0.1, 0.1], [0.0, 0.0, 0.0], [0.0, 0.0, 0.0], [0.0, 0.0, 0.0], [0.0, 0.0, 0.0], [0.0, -0.1, 0.1], [-0.2, -0.1, -0.1], [0.1, 0.1, -0.1], [0.0, 0.0, 0.0], [0.2, 0.1, 0.0], [-0.2, 0.3, 0.7]]
}